Density functional theory data (wB97M-V/def2-TZVPD) for a structure of composition C27H14BrClF6IN4O6S2Y.

Element x y z (Å)
I 11.339 6.796 15.854
Y 9.135 10.733 14.052
Br 12.806 5.741 8.949
Cl 6.739 4.596 13.770
S 7.262 13.391 13.040
S 6.280 10.945 11.995
F 6.985 10.917 9.339
F 6.832 14.128 15.623
F 8.634 10.742 10.718
F 7.534 12.039 15.545
F 5.458 12.516 15.020
F 7.311 9.040 10.384
O 7.069 14.813 12.894
O 4.967 10.409 11.773
O 7.049 10.454 13.203
O 8.691 12.856 13.053
O 9.553 8.922 12.851
O 8.941 9.331 15.770
N 11.751 10.113 13.813
N 6.274 8.975 16.285
N 6.363 12.572 11.966
N 10.799 12.253 15.200
C 11.940 6.761 10.276
C 12.537 10.625 14.796
C 6.728 13.002 14.883
C 14.442 10.461 16.319
C 10.348 8.158 12.167
C 8.464 8.104 15.670
C 6.435 6.785 15.225
C 10.585 6.458 10.492
C 9.275 6.909 15.504
C 12.580 7.701 11.090
C 10.519 13.463 15.766
C 12.006 11.725 15.569
C 13.751 9.998 15.218
C 9.813 7.073 11.459
C 4.987 8.938 16.016
C 7.272 5.738 14.883
C 12.346 13.399 17.299
C 12.373 9.437 12.846
C 8.639 5.709 15.224
C 11.200 14.004 16.848
C 11.805 8.432 12.013
C 4.361 7.996 15.162
C 7.007 7.955 15.818
C 7.348 10.394 10.502
C 12.779 12.206 16.677
C 13.963 11.523 17.060
C 5.019 6.827 14.909
H 10.167 5.680 9.853
H 10.857 14.963 17.254
H 15.363 9.965 16.575
H 14.516 11.849 17.934
H 9.184 4.789 15.097
H 3.396 8.215 14.698
H 8.799 6.731 11.615
H 13.440 9.655 12.647
H 4.520 5.962 14.470
H 4.469 9.753 16.488
H 12.925 13.809 18.124
H 13.648 7.849 10.958
H 9.637 13.984 15.383
H 14.123 9.176 14.625

Values from the calculation:
charge	0
lowest unoccupied orbital energy	-1.26	eV

Results of the Mulliken charge analysis, in e, for atoms 1 through 4: I 0.0851; Y 1.7955; Br -0.2107; Cl -0.2705

Density functional theory data (wB97M-V/def2-TZVPD) for a cluster of 2 separate species, C2H5OP in total.

Element x y z (Å)
P -1.005 0.595 1.066
O -0.278 -1.001 -1.175
C -0.217 0.290 -0.721
C 0.716 0.632 0.418
H -1.662 -1.791 1.649
H 0.551 -1.351 -1.010
H -0.574 1.099 -1.396
H 1.095 1.637 0.455
H 1.374 -0.110 0.714

Values from the calculation:
charge	0
lowest unoccupied orbital energy (spin up / spin down)	-0.66 / -0.34	eV

Results of the Mulliken charge analysis, in e, for atoms 1 through 4: P -0.0330; O -0.4636; C -0.0036; C -0.7525

Density functional theory data (wB97M-V/def2-TZVPD) for the molecule C3H3NO2.

Element x y z (Å)
O 2.167 -1.049 0.158
O -0.025 -1.213 0.644
N 0.654 0.753 -0.086
C 1.094 -0.526 0.266
C -0.731 0.682 -0.276
C -1.104 -0.538 0.118
H 1.173 1.606 0.055
H -1.284 1.459 -0.780
H -1.944 -1.174 -0.100

Values from the calculation:
SMILES	O=c1[nH]cco1
charge	0
lowest unoccupied orbital energy	0.77	eV

Results of the Mulliken charge analysis, in e, for atoms 1 through 4: O -0.5264; O -0.2840; N -0.1073; C 0.4428

These records have relative energy (zero: lowest compared OMol25 entry of this formula, charge and spin) values of 111.0 442.8 97.0 kJ/mol, in the order they appear.